{
  "formula": "C4H9INO",
  "method": "ωB97M-V/def2-TZVPD",
  "e_above_lowest_ev": 0.9530,
  "orbital_gap_ev": 9.08,
  "total_charge": 1,
  "fmax_ev_per_a": 3.091,
  "homo_ev": -13.44,
  "symbols": ["C", "C", "C", "C", "N", "O", "I", "H", "H", "H", "H", "H", "H", "H", "H", "H"],
  "positions_angstrom": [[-1.03565, -1.29333, 0.48011], [-0.24348, -1.44414, -0.89974], [0.49969, 0.55002, -0.10505], [0.37757, 2.03341, -0.23328], [-0.30613, -0.08167, 1.03439], [0.08293, -0.04271, -1.18301], [2.81970, -0.01913, -0.06393], [-2.07127, -1.11896, 0.31469], [-0.87508, -2.06121, 1.16223], [0.69023, -2.13514, -0.78780], [-0.72239, -1.80845, -1.92153], [-0.66627, 2.36976, -0.05572], [0.73267, 2.21831, -1.27741], [1.19147, 2.54223, 0.29562], [-0.84873, 0.63202, 1.49686], [0.37474, -0.34101, 1.74359]]
}


{
  "formula": "C21H69N21O12",
  "method": "ωB97M-V/def2-TZVPD",
  "e_above_lowest_ev": 6.3091,
  "orbital_gap_ev": 8.73,
  "fmax_ev_per_a": 7.508,
  "homo_ev": -8.92,
  "symbols": ["C", "C", "C", "O", "C", "N", "H", "H", "H", "H", "H", "H", "H", "H", "H", "H", "H", "C", "C", "C", "O", "C", "N", "H", "H", "H", "H", "H", "H", "H", "H", "H", "H", "H", "C", "C", "C", "O", "C", "N", "H", "H", "H", "H", "H", "H", "H", "H", "H", "H", "H", "C", "O", "N", "N", "H", "H", "H", "H", "C", "O", "N", "N", "H", "H", "H", "H", "C", "O", "N", "N", "H", "H", "H", "H", "C", "O", "N", "N", "H", "H", "H", "H", "C", "O", "N", "N", "H", "H", "H", "H", "C", "O", "N", "N", "H", "H", "H", "H", "C", "O", "N", "N", "H", "H", "H", "H", "C", "O", "N", "N", "H", "H", "H", "H", "C", "O", "N", "N", "H", "H", "H", "H"],
  "positions_angstrom": [[-0.94832, -0.60925, -2.06451], [-0.25296, 0.04495, -0.87159], [-0.77822, -0.60848, 0.45602], [-1.77574, 0.06072, 1.19603], [-1.22756, 1.05656, 2.06872], [1.16621, -0.24527, -1.05358], [-1.10455, -1.67528, -1.89932], [-0.37184, -0.56241, -2.98840], [-1.84061, -0.04593, -2.33762], [-0.51730, 1.10137, -0.91842], [0.04369, -0.86619, 1.12396], [-1.17610, -1.60659, 0.27281], [-1.99555, 1.62168, 2.59686], [-0.50080, 1.72980, 1.61410], [-0.56042, 0.57180, 2.78149], [1.64491, 0.35707, -0.39926], [1.34237, 0.31096, -1.87801], [4.49748, -0.14649, -4.01363], [3.23765, -0.99660, -4.52446], [2.11202, 0.09606, -4.91514], [1.66857, 0.84528, -3.76800], [0.62794, 1.75153, -4.05488], [3.66135, -1.88631, -5.67916], [5.22844, -0.82167, -3.56873], [4.00368, 0.34533, -3.17555], [4.79771, 0.57959, -4.76912], [2.89630, -1.64822, -3.72012], [1.25837, -0.35105, -5.42453], [2.44223, 0.81774, -5.66229], [-0.17614, 1.36574, -4.68155], [1.22584, 2.52607, -4.53521], [0.15656, 2.17605, -3.16850], [2.84113, -2.41769, -5.93405], [3.79813, -1.31908, -6.50356], [5.89059, 1.18576, 4.45565], [5.24242, 1.39078, 3.07998], [3.75082, 1.20671, 3.22217], [3.32750, -0.05058, 3.67645], [3.49058, -0.96451, 2.63175], [5.63820, 2.80611, 2.80480], [5.51450, 1.80073, 5.27324], [6.95229, 1.39694, 4.32798], [5.85773, 0.15663, 4.81330], [5.67127, 0.60676, 2.45589], [3.14936, 1.58218, 2.39430], [3.49660, 1.92835, 3.99851], [2.81524, -0.88083, 1.78027], [3.14160, -1.79713, 3.24254], [4.49018, -1.24784, 2.30216], [4.86748, 3.16521, 2.25970], [5.50251, 3.25403, 3.69982], [-3.46296, -3.63972, -2.88860], [-3.55116, -2.59841, -2.28544], [-3.97988, -3.78112, -4.11858], [-2.97471, -4.77355, -2.41103], [-4.11931, -4.72541, -4.44869], [-4.28225, -3.03413, -4.72741], [-2.55902, -4.85778, -1.49440], [-2.84462, -5.47520, -3.12578], [1.72516, -3.98180, -0.99629], [2.18575, -5.03565, -1.03558], [0.57642, -3.66109, -0.51913], [2.36702, -2.91904, -1.43437], [-0.15557, -4.25635, -0.15863], [0.30264, -2.68892, -0.52300], [3.36735, -2.87699, -1.56735], [1.88764, -2.03860, -1.55730], [-5.63784, 1.87215, 2.18103], [-6.01072, 2.79364, 1.43747], [-6.14524, 0.66871, 2.07883], [-4.75026, 1.96197, 3.18827], [-5.95779, -0.05757, 2.75521], [-6.88341, 0.48167, 1.41533], [-4.34383, 1.15215, 3.63448], [-4.39848, 2.89462, 3.35111], [3.64870, 2.79837, -0.54770], [2.89916, 2.01567, -0.09536], [3.89138, 2.91623, -1.85627], [3.88670, 3.92146, 0.05396], [4.57086, 3.62410, -2.09570], [3.78161, 2.03297, -2.33366], [3.38083, 4.13310, 0.90214], [4.46885, 4.58199, -0.44091], [-4.55140, -0.50492, -5.02469], [-4.97121, -1.48519, -5.60213], [-4.74458, 0.74257, -5.31568], [-3.72613, -0.65123, -4.02962], [-5.01661, 0.76682, -6.28806], [-4.59619, 1.55857, -4.73929], [-3.04531, 0.07783, -3.87134], [-3.67412, -1.51616, -3.51069], [-2.93767, -1.41580, 4.67056], [-2.35305, -1.79432, 5.68569], [-4.18100, -0.81788, 4.65280], [-2.32515, -1.55493, 3.55002], [-4.63534, -0.68191, 5.54453], [-4.68407, -1.00121, 3.79641], [-2.74162, -1.43860, 2.63727], [-1.52631, -2.13631, 3.75965], [0.67626, 0.32977, 6.09784], [-0.11911, 0.62144, 6.98390], [0.34914, -0.59459, 5.26513], [1.91746, 0.76165, 6.02031], [0.93691, -0.89542, 4.50085], [-0.59823, -0.91153, 5.41391], [2.55432, 0.55065, 5.26533], [2.08687, 1.36059, 6.81572], [0.04191, 4.57275, -0.48388], [-0.74695, 5.46401, -0.61757], [1.01907, 4.36193, -1.33872], [0.31366, 3.88932, 0.60297], [1.11096, 4.97931, -2.13276], [1.81415, 3.78932, -1.09366], [-0.30019, 3.98502, 1.39930], [0.90535, 3.08249, 0.46498], [-4.78297, -2.27398, 1.11145], [-5.14141, -2.25102, 2.29742], [-5.44454, -1.65610, 0.16798], [-3.77154, -2.82383, 0.55254], [-6.31687, -1.18642, 0.36428], [-5.27952, -1.95009, -0.78409], [-3.34236, -2.37721, -0.24523], [-3.27839, -3.51415, 1.10059]]
}


{
  "formula": "C6H10OS",
  "method": "ωB97M-V/def2-TZVPD",
  "e_above_lowest_ev": 1.5851,
  "orbital_gap_ev": 9.95,
  "fmax_ev_per_a": 3.115,
  "homo_ev": -9.20,
  "symbols": ["C", "C", "C", "C", "C", "C", "H", "H", "H", "H", "H", "H", "H", "H", "H", "H", "O", "S"],
  "positions_angstrom": [[-1.81157, 0.56296, -0.19921], [-0.72185, -0.53475, -0.03765], [0.26394, -0.41594, -1.20867], [1.60913, -0.23729, -0.63326], [1.50813, -0.18446, 0.88045], [0.08715, -0.40269, 1.25036], [-0.39919, 1.83682, -0.07849], [-2.65716, 0.35319, 0.49886], [-2.15738, 0.54841, -1.31566], [-1.12130, -1.53719, 0.11704], [0.07768, 0.42827, -1.84686], [0.32100, -1.32040, -1.82356], [2.48438, -0.76633, -1.10913], [2.11334, -0.77381, 1.62217], [-0.01183, -1.30265, 1.91832], [-0.20210, 0.51934, 1.79064], [-1.38551, 1.84964, 0.21009], [2.00314, 1.37687, -0.03544]]
}


{
  "formula": "Cl4Cr",
  "method": "ωB97M-V/def2-TZVPD",
  "e_above_lowest_ev": 0.3572,
  "orbital_gap_ev": [7.51, 9.96],
  "total_charge": -1,
  "fmax_ev_per_a": 2.022,
  "s2": 3.834,
  "spin_multiplicity": 4,
  "homo_ev": [-6.45, -6.82],
  "symbols": ["Cr", "Cl", "Cl", "Cl", "Cl"],
  "positions_angstrom": [[0.07801, 0.07294, 0.01004], [-0.65718, 0.77839, -2.09709], [-0.13619, 1.99843, 1.34332], [-1.40326, -1.72826, 0.82290], [2.11863, -1.12150, -0.07917]]
}


{
  "formula": "C36H50FN3O8P",
  "method": "ωB97M-V/def2-TZVPD",
  "e_above_lowest_ev": 14.5912,
  "orbital_gap_ev": 7.66,
  "total_charge": 1,
  "fmax_ev_per_a": 6.723,
  "homo_ev": -10.83,
  "symbols": ["C", "C", "C", "C", "C", "C", "C", "C", "C", "F", "C", "C", "C", "C", "O", "C", "C", "O", "C", "N", "C", "C", "C", "C", "C", "C", "C", "P", "O", "O", "O", "C", "O", "C", "N", "C", "C", "O", "H", "H", "H", "H", "H", "H", "H", "H", "H", "H", "H", "H", "H", "H", "H", "H", "H", "H", "H", "H", "H", "H", "H", "H", "H", "H", "H", "H", "C", "C", "C", "N", "C", "C", "C", "C", "C", "C", "H", "H", "H", "H", "H", "H", "H", "H", "H", "H", "H", "H", "H", "H", "H", "H", "H", "H", "H", "H", "O", "H", "H"],
  "positions_angstrom": [[2.78172, -0.13422, 0.77885], [3.13453, 1.46464, 0.81746], [2.46123, 2.12730, -0.49588], [2.51179, 3.75787, -0.47413], [2.24043, 4.30340, -1.98515], [1.10416, 5.48308, -2.02836], [-0.30193, 4.86725, -2.55262], [-0.45504, 4.31091, -4.02399], [-1.79762, 3.66308, -4.55027], [-1.85230, 3.14099, -5.88149], [-3.04473, 3.55397, -3.63008], [-2.89983, 4.12583, -2.15998], [-1.56758, 4.76406, -1.64315], [-4.22632, 3.96510, -1.24419], [-4.60240, 4.87468, -0.45509], [-5.00894, 2.56346, -1.44727], [-5.55970, 1.84829, -0.18022], [-5.36533, 2.51379, 1.09002], [-6.65240, 3.07604, 1.38302], [-7.54305, 3.68335, 1.94656], [-6.27698, 0.47155, -0.37513], [-6.82223, -0.33650, 0.88948], [-5.84061, -0.34959, 2.16586], [-4.28922, -0.59934, 1.83293], [-3.31610, 0.02671, 2.99612], [-2.43680, 1.27610, 2.46278], [-6.45442, -0.10863, -1.84176], [-7.38466, -1.76543, -2.06197], [-6.62280, -2.89589, -1.32560], [-7.53176, -2.23472, -3.68927], [-8.99890, -1.61799, -1.47204], [-5.88570, 0.64219, -3.11888], [-6.00004, 0.14959, -4.46294], [-7.27476, 0.58276, -4.97952], [-8.43545, 0.60015, -5.34479], [-5.13588, 1.98471, -2.88825], [-4.44745, 2.86616, -4.06339], [-4.93438, 3.00585, -5.21519], [3.72698, -0.77921, 0.62746], [2.10318, -0.36258, -0.12856], [2.18881, -0.47172, 1.71383], [4.29231, 1.51563, 0.73331], [2.81621, 1.94716, 1.80458], [3.03821, 1.68952, -1.40006], [1.37002, 1.73582, -0.52513], [1.74640, 4.18128, 0.26501], [3.58503, 4.11076, -0.20930], [3.20490, 4.62486, -2.52670], [1.78339, 3.40822, -2.56677], [0.97058, 5.89979, -0.95797], [1.45430, 6.35426, -2.70362], [0.48668, 4.41142, -4.68324], [-1.55635, 5.12453, -0.55063], [-7.13332, -1.41551, 0.67873], [-7.79043, 0.21157, 1.22926], [-6.19085, -1.22233, 2.84531], [-5.97602, 0.60255, 2.79643], [-4.02112, -1.72213, 1.79509], [-3.92113, -0.14174, 0.85074], [-2.54453, -0.78989, 3.28858], [-3.94768, 0.34159, 3.89953], [-1.75307, 1.01432, 1.57736], [-3.05604, 2.19616, 2.17803], [-1.72386, 1.62594, 3.31218], [-6.66363, -2.54702, -4.03648], [-9.36605, -2.52800, -1.30528], [7.41103, -7.16379, 1.39518], [6.56678, -6.37669, 0.40415], [6.69764, -4.85293, 0.42565], [6.28526, -4.12313, 1.72240], [6.04235, -2.65427, 1.32097], [5.82291, -1.74203, 2.51859], [6.96674, -1.83280, 3.51311], [7.19782, -3.27274, 3.93614], [7.42604, -4.18506, 2.74033], [5.00243, -4.71512, 2.27105], [6.99708, -7.12289, 2.40456], [7.42667, -8.21932, 1.11166], [8.44403, -6.80687, 1.41562], [5.51800, -6.67321, 0.50053], [6.86565, -6.69756, -0.59999], [6.05182, -4.45613, -0.36380], [7.72250, -4.54555, 0.19609], [6.92453, -2.33275, 0.75805], [5.17411, -2.63628, 0.65659], [5.73070, -0.70899, 2.16817], [4.87675, -1.97608, 3.01566], [6.75041, -1.21655, 4.39020], [7.88068, -1.43146, 3.06004], [6.35121, -3.62888, 4.53207], [8.07323, -3.32007, 4.59070], [7.52499, -5.21312, 3.08255], [8.34106, -3.89501, 2.21519], [5.19786, -5.73066, 2.61420], [4.25589, -4.71140, 1.47578], [4.65351, -4.11912, 3.11283], [-5.92864, 6.19072, -3.72991], [-5.76752, 5.30871, -4.09031], [-6.87504, 6.19528, -3.53813]]
}